--- a ---
Computed, not measured: one molecule with the formula CH4N2OS, with ωB97M-V with the def2-TZVPD basis set.

The gap between HOMO and LUMO is 9.753 eV. The HOMO energy is -8.83 eV. Its spin multiplicity is 1. The LUMO energy comes out at 0.0340 Eh.

CARTESIAN COORDINATES (ANGSTROEM)
N -0.3620 -0.1089 -1.4538
S -0.7927 -1.1409 -0.1750
N 0.1079 -0.5010 1.0648
C -0.5103 0.8017 1.8188
O -1.4895 1.3124 1.4181
H -0.0196 -0.6069 -2.2631
H -1.1088 0.5225 -1.7156
H 0.9214 -0.9459 1.4504
H 0.1491 1.0669 2.6438

--- b ---
Computed, not measured: one molecule with the formula CH4N2OS, with ωB97M-V with the def2-TZVPD basis set.

The gap between HOMO and LUMO is 9.490 eV. The HOMO energy is -8.53 eV. Its spin multiplicity is 1. The LUMO energy comes out at 0.0353 Eh.

CARTESIAN COORDINATES (ANGSTROEM)
C -2.0857 -0.7644 -0.0938
N -0.8451 -0.5271 -0.1533
S 0.4164 -1.5088 0.1698
O 1.6583 -0.7210 -0.5003
N 2.3504 0.3752 0.2196
H -2.6199 0.1838 -0.1910
H -2.5095 -1.7163 0.0710
H 3.3172 0.1214 0.1982
H 1.9604 1.2018 -0.1435

Verdict on stability: b comes out at the bottom.

--- a ---
Computed, not measured: one molecule with the formula CH4N2OS, with ωB97M-V with the def2-TZVPD basis set.

The gap between HOMO and LUMO (alpha / beta) is 8.515 / 8.516 eV. The HOMO energy (alpha / beta) is -8.36 / -8.36 eV. Its spin multiplicity is 1. The LUMO energy (alpha / beta) comes out at 0.0057 / 0.0057 Eh.

CARTESIAN COORDINATES (ANGSTROEM)
C -0.6236 2.1642 0.6531
N -1.4548 1.6049 -0.1250
S -1.8796 0.1223 -0.4939
O -0.7489 -1.3313 0.3066
N -0.9613 -2.5949 -0.0869
H 0.1156 1.7551 1.2949
H -0.4516 3.1709 0.7841
H -1.6995 -3.1386 0.3518
H -0.6492 -2.8797 -0.9433

--- b ---
Computed, not measured: one molecule with the formula CH4N2OS, with ωB97M-V with the def2-TZVPD basis set.

The gap between HOMO and LUMO is 8.937 eV. The HOMO energy is -8.24 eV. Its spin multiplicity is 1. The LUMO energy comes out at 0.0256 Eh.

CARTESIAN COORDINATES (ANGSTROEM)
O 2.7725 -0.4153 0.0570
N 1.6819 0.4215 -0.1139
C 0.4166 -0.0840 -0.1838
N -0.6349 0.6420 -0.0307
S -2.1439 -0.2495 0.0099
H 2.7947 -0.5298 1.0201
H 1.8726 1.3812 0.1059
H 0.3909 -1.1640 -0.4044
H -2.7640 0.6860 0.7778

--- c ---
Computed, not measured: one molecule with the formula CH4N2OS, with ωB97M-V with the def2-TZVPD basis set.

The gap between HOMO and LUMO is 8.540 eV. The HOMO energy is -7.94 eV. Its spin multiplicity is 1. The LUMO energy comes out at 0.0221 Eh.

CARTESIAN COORDINATES (ANGSTROEM)
C 0.7785 -0.0410 0.0090
N -0.4885 -1.2894 -0.1249
N 0.5519 1.2709 -0.0555
O 3.1219 0.4991 -0.1799
S 2.3245 -0.6663 0.0641
H 0.1955 -2.0998 -0.0295
H -0.5781 -1.1330 -1.1087
H -0.5520 1.4002 -0.2306
H 1.3926 1.8882 -0.0251

Verdict on stability: a comes out at the bottom.

--- a ---
Computed, not measured: one molecule with the formula CH4N2OS, with ωB97M-V with the def2-TZVPD basis set.

The gap between HOMO and LUMO is 9.443 eV. The HOMO energy is -9.29 eV. Its spin multiplicity is 1. The LUMO energy comes out at 0.0056 Eh.

CARTESIAN COORDINATES (ANGSTROEM)
H -0.5657 3.1111 -1.0459
N -0.6730 2.0768 -1.4823
C -0.3534 1.2258 -0.6301
S -0.6023 -0.5454 -0.9619
O 0.8443 -1.1096 -0.0207
N 0.7248 -1.9503 1.0032
H 0.1633 1.2732 0.3094
H 0.4961 -1.4539 1.9110
H -0.0340 -2.6278 0.9173

--- b ---
Computed, not measured: CH4N2OS as an isolated structure, with ωB97M-V with the def2-TZVPD basis set.

The gap between HOMO and LUMO is 8.586 eV. The HOMO energy is -8.52 eV. Its spin multiplicity is 1. The LUMO energy comes out at 0.0025 Eh.

CARTESIAN COORDINATES (ANGSTROEM)
C 0.7329 -0.0668 -0.1423
H 0.9902 1.8409 0.5301
H -0.5263 1.1923 0.7641
H -0.0578 -1.9407 0.3120
H -1.9315 -0.1690 -1.0052
N 0.3110 1.2492 -0.2387
N -0.2125 -0.9827 -0.0663
O -1.6600 -0.5986 -0.0425
S 2.3540 -0.5245 -0.1112

Verdict on stability: b comes out at the bottom.

--- a ---
Computed, not measured: a 2-piece molecular cluster, CH4N3P overall, with ωB97M-V with the def2-TZVPD basis set.

The gap between HOMO and LUMO is 9.502 eV. The HOMO energy is -9.05 eV. Its spin multiplicity is 1. The LUMO energy comes out at 0.0166 Eh.

CARTESIAN COORDINATES (ANGSTROEM)
C 0.0814 0.1695 -0.8850
N -1.2319 -0.3160 -1.0347
N -1.8814 -0.3177 -0.0076
N -1.2580 0.0484 1.1151
P 0.4009 0.6129 0.9200
H 1.1732 -0.6793 -1.5997
H 0.1621 1.1124 -1.3966
H -1.7474 0.4090 1.9821
H 0.9538 -0.6401 1.2156

--- b ---
Computed, not measured: one molecule with the formula CH4N3P, with ωB97M-V with the def2-TZVPD basis set.

The gap between HOMO and LUMO is 9.302 eV. The HOMO energy is -8.80 eV. Its spin multiplicity is 1. The LUMO energy comes out at 0.0186 Eh.

CARTESIAN COORDINATES (ANGSTROEM)
H 3.1105 -1.1675 -0.3129
N 2.1089 -1.1767 -0.4098
N 1.5934 -0.1638 0.1609
N 0.3316 -0.0621 -0.1338
C -0.5862 1.0233 -0.1976
P -1.2056 -0.7179 -0.4227
H -0.6986 1.6880 0.5683
H -0.4657 1.5260 -1.0960
H -1.7607 -0.9714 0.9399

Verdict on stability: b comes out at the bottom.